The following is a DFT calculation (wB97M-V/def2-TZVPD) of an isolated molecule of C9H14 at a distorted geometry.

Last columns: bonded neighbours and bond lengths (Å).
Atoms and positions in Å:
1 C 2.4033 1.0537 0.3367  C2 1.334, H10 1.079, H11 1.138
2 C 2.4084 0.1377 -0.6333  C1 1.334, C3 1.491, H12 1.097
3 C 1.2923 -0.8445 -0.7440  C2 1.491, C4 1.545, H13 1.183, H14 1.140
4 C 0.1676 -0.6660 0.3005  C3 1.545, C5 1.336, C6 1.503
5 C 0.1540 -1.3126 1.4692  C4 1.336, H15 1.131, H16 1.057
6 C -1.0744 0.0616 -0.1317  C4 1.503, C7 1.583, C8 1.455, C9 1.522
7 C -2.1054 -0.8168 -0.9510  C6 1.583, H17 1.139, H18 1.236, H19 1.118
8 C -1.1011 1.4928 -0.3908  C6 1.455, C9 1.474, H20 1.057, H21 1.128
9 C -1.7656 1.0123 0.8345  C6 1.522, C8 1.474, H22 1.037, H23 1.125
10 H 1.6242 1.2361 1.0603  C1 1.079
11 H 3.3334 1.7093 0.3661  C1 1.138
12 H 3.2682 -0.1013 -1.2722  C2 1.097
13 H 0.6177 -1.0474 -1.6949  C3 1.183
14 H 1.8701 -1.7902 -0.4763  C3 1.140
15 H -0.7678 -1.4065 2.1173  C5 1.131
16 H 0.8734 -2.0130 1.7985  C5 1.057
17 H -2.8253 -0.0825 -1.4407  C7 1.139
18 H -1.5588 -1.6495 -1.6825  C7 1.236
19 H -2.6336 -1.5200 -0.2606  C7 1.118
20 H -0.1779 2.0036 -0.3245  C8 1.057
21 H -1.7031 1.8609 -1.2707  C8 1.128
22 H -1.3172 1.2488 1.7395  C9 1.037
23 H -2.8775 0.8427 0.7997  C9 1.125

Calculated values
- relative energy (zero: lowest compared OMol25 entry of this formula, charge and spin) (kcal/mol) = 82.1
- HOMO energy (eV) = -9.21
- E_tot (Eh) = -351.19930
- structure (SMILES) = C=CCC(=C)C1(C)CC1
- largest force on an atom (eV Å⁻¹) = 3.3
- gap between HOMO and LUMO (Ha) = 0.3755
- total charge = 0